# 1
Below is a 11-piece molecular cluster, C38H96O30P6 overall in a non-equilibrium geometry, with properties calculated with ωB97M-V/def2-TZVPD.

```
! RIJCOSX wB97M-V def2-TZVPD def2/J DEFGRID3
* xyz 0 1
C 2.626 10.108 -1.535
O 3.925 9.645 -1.860
P 4.804 8.858 -0.758
O 6.016 8.178 -1.262
O 5.029 10.062 0.295
C 6.121 11.019 0.037
O 3.795 7.891 0.053
C 4.157 6.806 0.862
H 1.953 9.597 -2.224
H 2.479 11.161 -1.774
H 2.240 10.004 -0.521
H 6.726 11.488 0.812
H 5.609 11.842 -0.462
H 6.913 10.711 -0.646
H 4.134 5.982 0.149
H 3.326 6.464 1.479
H 5.137 6.970 1.310
C -4.009 -7.110 -8.019
O -3.318 -5.897 -8.096
P -3.300 -5.042 -9.478
O -2.373 -5.613 -10.470
O -3.093 -3.439 -9.035
C -3.322 -3.066 -7.783
O -4.816 -4.996 -10.131
C -5.931 -4.657 -9.400
H -4.197 -7.681 -8.928
H -4.955 -6.986 -7.491
H -3.433 -7.756 -7.355
H -3.386 -3.827 -7.005
H -4.243 -2.485 -7.828
H -2.409 -2.555 -7.479
H -6.444 -3.807 -9.850
H -5.733 -4.310 -8.386
H -6.514 -5.565 -9.241
C -3.754 -5.150 7.888
O -2.399 -4.804 8.222
P -1.979 -3.411 8.886
O -2.527 -2.239 8.190
O -0.367 -3.570 8.803
C 0.310 -4.090 7.739
O -2.356 -3.537 10.387
C -3.262 -2.599 11.083
H -4.589 -4.675 8.404
H -3.837 -6.199 8.173
H -3.974 -5.078 6.822
H 0.924 -3.273 7.359
H -0.285 -4.537 6.944
H 1.178 -4.680 8.035
H -2.693 -2.133 11.886
H -4.173 -3.104 11.404
H -3.714 -1.790 10.508
C 6.418 6.593 -9.931
O 5.399 6.087 -9.101
P 4.156 7.023 -8.604
O 4.292 8.487 -8.939
O 2.950 6.482 -9.497
C 1.708 7.213 -9.547
O 3.692 6.552 -7.119
C 3.324 5.173 -6.924
H 7.387 6.389 -9.475
H 6.432 7.678 -10.024
H 6.394 6.114 -10.909
H 1.050 6.462 -9.985
H 1.741 8.021 -10.278
H 1.293 7.456 -8.568
H 3.682 4.810 -5.961
H 3.989 4.595 -7.566
H 2.306 4.864 -7.161
C 4.887 -0.033 5.761
O 5.277 -1.348 5.444
P 6.833 -1.622 5.010
O 7.357 -0.572 4.103
O 7.477 -1.904 6.513
C 8.711 -2.587 6.732
O 6.774 -3.163 4.368
C 6.257 -4.199 5.112
H 5.631 0.718 6.027
H 4.188 -0.135 6.591
H 4.280 0.367 4.949
H 9.003 -3.147 5.844
H 8.429 -3.288 7.518
H 9.522 -1.979 7.131
H 5.442 -4.619 4.523
H 5.850 -3.844 6.059
H 6.948 -5.033 5.241
C -2.111 -0.019 1.849
O -2.095 -0.733 0.608
P -0.787 -0.958 -0.385
O -1.031 -0.967 -1.894
O -0.137 -2.328 0.152
C 0.616 -2.319 1.351
O 0.334 0.250 0.045
C 1.433 0.460 -0.817
H -1.209 0.520 2.138
H -2.499 -0.604 2.682
H -2.962 0.650 1.717
H 1.191 -3.245 1.341
H -0.061 -2.307 2.206
H 1.281 -1.459 1.429
H 2.252 0.751 -0.159
H 1.179 1.244 -1.529
H 1.671 -0.423 -1.412
C -4.057 4.090 -3.337
C -3.838 4.553 -1.992
C -2.646 5.505 -2.088
O -1.920 5.039 -3.228
C -2.646 4.078 -3.960
H -4.637 4.750 -3.981
H -4.661 3.183 -3.351
H -3.473 3.864 -1.230
H -4.697 5.047 -1.538
H -2.057 5.558 -1.172
H -3.106 6.473 -2.286
H -2.291 3.091 -3.664
H -2.453 4.322 -5.005
C 6.701 -4.280 -2.659
C 5.798 -4.720 -3.806
C 4.450 -4.116 -3.375
O 4.505 -3.873 -2.063
C 5.696 -4.465 -1.502
H 6.898 -3.208 -2.677
H 7.644 -4.826 -2.622
H 5.857 -5.804 -3.897
H 6.193 -4.334 -4.745
H 3.842 -4.999 -3.571
H 4.320 -3.295 -4.081
H 5.615 -5.480 -1.111
H 6.215 -3.780 -0.832
C 1.628 -10.201 4.728
C 0.555 -9.650 3.814
C 0.658 -10.446 2.578
O 1.215 -11.676 2.987
C 1.509 -11.707 4.372
H 1.456 -9.947 5.774
H 2.591 -9.860 4.348
H 0.621 -8.569 3.695
H -0.402 -9.858 4.292
H 1.348 -9.968 1.883
H -0.241 -10.604 1.983
H 2.482 -12.163 4.560
H 0.778 -12.307 4.913
C -6.704 -3.797 -2.447
C -6.855 -4.926 -3.403
C -7.158 -6.077 -2.484
O -7.558 -5.432 -1.234
C -6.760 -4.346 -1.033
H -7.510 -3.073 -2.561
H -5.791 -3.233 -2.637
H -5.889 -5.116 -3.870
H -7.506 -4.656 -4.235
H -6.380 -6.834 -2.384
H -7.997 -6.625 -2.913
H -5.821 -4.621 -0.552
H -7.062 -3.582 -0.316
C -4.886 5.868 4.819
O -5.456 7.117 5.030
C -6.691 7.160 5.825
C -7.026 8.612 6.232
O -6.116 8.993 7.289
C -6.372 10.294 7.666
H -5.336 5.301 4.004
H -4.767 5.344 5.767
H -3.904 6.116 4.417
H -6.497 6.524 6.689
H -7.564 6.709 5.353
H -8.063 8.522 6.555
H -7.092 9.135 5.278
H -7.130 10.488 8.425
H -6.239 11.071 6.913
H -5.479 10.400 8.282
*
```

Properties
- Orbital gap: 9.27 eV
- E_LUMO: -0.027 eV
- HOMO level: -9.302 eV



# 2
Below is a 7-piece molecular cluster, C10H24BrCl10N overall in a non-equilibrium geometry, with properties calculated with ωB97M-V/def2-TZVPD.

```
! RIJCOSX wB97M-V def2-TZVPD def2/J DEFGRID3
* xyz 0 1
N 0.154 -0.998 0.641
H 1.069 -0.626 0.341
H 0.142 -1.183 1.645
H 0.081 -1.946 0.233
H -0.636 -0.407 0.392
Br 0.892 -3.611 -1.385
Cl 2.098 0.993 2.511
C 2.905 2.415 3.215
C 2.305 3.717 2.752
Cl 3.412 5.051 3.283
H 3.940 2.381 2.877
H 2.939 2.323 4.297
H 1.319 3.831 3.202
H 2.195 3.814 1.676
Cl -1.243 3.870 -2.238
C -1.900 3.262 -0.684
C -0.729 2.941 0.245
Cl -1.260 1.673 1.466
H -2.340 2.301 -0.937
H -2.577 4.021 -0.317
H -0.610 3.791 0.914
H 0.220 2.613 -0.160
Cl 2.341 0.049 -1.246
C 2.755 1.557 -2.054
C 3.981 1.364 -2.944
Cl 3.560 0.230 -4.291
H 2.748 2.360 -1.317
H 1.984 1.881 -2.758
H 4.821 0.939 -2.401
H 4.273 2.270 -3.466
Cl -2.712 -4.614 1.889
C -1.150 -5.212 1.275
C -0.012 -4.887 2.252
Cl 0.023 -3.251 2.819
H -1.059 -4.928 0.227
H -1.156 -6.301 1.173
H 0.935 -5.058 1.743
H -0.179 -5.535 3.108
Cl -2.761 -1.975 -0.696
C -4.280 -1.583 -1.508
C -4.083 -1.173 -2.948
Cl -5.639 -1.048 -3.781
H -4.795 -0.766 -1.003
H -4.947 -2.443 -1.486
H -3.466 -1.879 -3.504
H -3.556 -0.224 -3.052
*
```

Properties
- Orbital gap: 7.51 eV
- E_LUMO: -0.037 eV
- HOMO level: -7.547 eV



# 3
Below is one molecule with the formula C4H3N in a non-equilibrium geometry, with properties calculated with ωB97M-V/def2-TZVPD.

```
! RIJCOSX wB97M-V def2-TZVPD def2/J DEFGRID3
* xyz 0 1
C -0.185 -0.938 -1.714
C -0.018 -0.140 -0.834
C 0.197 0.792 0.261
C 1.199 0.229 1.219
N 0.951 -0.278 2.231
H -0.309 -1.627 -2.519
H -0.716 0.882 0.863
H 0.509 1.784 -0.047
*
```

Properties
- Orbital gap: 10.73 eV
- E_LUMO: 0.077 eV
- Energy above the lowest of the compared OMol25 structures with the same formula, charge and spin: 1.3362 eV
- HOMO level: -10.655 eV



# 4
Below is a 3-piece molecular cluster, C37H69ClF2N3O11P2S overall in a non-equilibrium geometry, with properties calculated with ωB97M-V/def2-TZVPD.

```
! RIJCOSX wB97M-V def2-TZVPD def2/J DEFGRID3
* xyz 1 1
C 4.337 -2.309 -2.410
C 3.216 -2.012 -2.727
C 1.823 -1.667 -3.030
C 0.860 -2.684 -2.340
C -0.432 -2.045 -1.783
C -0.864 -2.302 -0.324
C 0.416 -2.259 0.553
C 1.407 -1.114 0.371
C 2.853 -1.542 0.717
S 3.209 -1.212 2.477
C -1.366 -3.774 -0.099
C -0.738 -4.888 -0.945
Cl -1.392 -4.998 -2.602
C -1.028 -6.243 -0.263
C -0.105 -6.510 0.933
O -2.761 -4.022 -0.148
C -3.725 -3.028 0.186
C -4.403 -2.666 -1.171
C -4.482 -3.660 -2.134
C -5.097 -3.438 -3.354
N -5.653 -2.281 -3.691
C -5.609 -1.340 -2.765
C -5.020 -1.465 -1.518
C -4.890 -3.777 0.944
C -4.842 -5.295 0.847
F -4.993 -3.459 2.298
C -3.081 -1.887 0.981
C -4.236 -0.937 1.478
C -4.177 0.588 1.682
C -5.371 0.979 2.565
O -2.988 1.113 2.232
P -2.203 -2.487 2.705
O -2.593 -4.024 3.047
O -2.679 -1.480 3.886
N -1.916 -1.270 0.181
F -1.255 -0.519 1.166
P -2.425 0.253 -0.910
N -1.043 1.208 -0.860
O -2.483 -0.253 -2.447
H 5.279 -2.573 -1.994
H 1.709 -1.737 -4.111
H 1.661 -0.647 -2.694
H 1.467 -3.274 -1.662
H 0.577 -3.357 -3.145
H -1.260 -2.360 -2.418
H -0.325 -0.985 -2.004
H 0.191 -2.369 1.612
H 0.932 -3.192 0.316
H 1.170 -0.343 1.103
H 1.414 -0.625 -0.605
H 3.555 -1.002 0.092
H 2.996 -2.615 0.612
H 3.738 0.019 2.447
H -1.010 -4.039 0.903
H 0.346 -4.833 -0.945
H -2.086 -6.377 -0.052
H -0.782 -6.987 -1.020
H 0.237 -5.591 1.418
H 0.803 -7.007 0.595
H -0.579 -7.119 1.698
H -4.075 -4.645 -1.972
H -5.131 -4.226 -4.096
H -6.064 -0.390 -3.020
H -5.012 -0.628 -0.843
H -5.843 -3.503 0.493
H -5.687 -5.631 1.450
H -3.957 -5.733 1.301
H -5.027 -5.650 -0.161
H -4.536 -1.321 2.451
H -5.152 -1.137 0.927
H -4.358 1.122 0.752
H -5.364 0.405 3.495
H -5.276 2.034 2.814
H -6.315 0.827 2.044
H -3.036 1.063 3.192
H -2.849 -4.569 2.294
H -3.457 -1.778 4.392
H -0.194 0.695 -0.638
H -1.207 1.920 -0.153
H -3.040 0.384 -2.918
C 1.440 2.091 -2.456
O 2.493 2.354 -3.341
C 2.068 2.969 -4.551
C 3.129 3.901 -5.089
O 3.233 5.129 -4.390
C 3.837 5.117 -3.105
C 5.330 4.884 -3.118
O 5.626 3.513 -3.322
C 6.887 3.311 -3.923
H 0.768 1.321 -2.854
H 1.882 1.727 -1.524
H 0.862 2.996 -2.235
H 1.140 3.530 -4.393
H 1.883 2.178 -5.290
H 2.831 4.179 -6.102
H 4.095 3.398 -5.160
H 3.339 4.412 -2.436
H 3.666 6.120 -2.708
H 5.746 5.187 -2.147
H 5.785 5.498 -3.904
H 6.958 3.843 -4.878
H 6.994 2.245 -4.113
H 7.698 3.637 -3.263
C 0.818 2.101 2.602
O 1.611 3.257 2.635
C 0.879 4.448 2.385
C 1.464 5.618 3.141
O 1.173 5.619 4.527
C 1.858 4.689 5.353
C 3.322 4.997 5.561
O 4.084 4.622 4.425
C 5.267 5.380 4.290
H 0.448 1.913 1.582
H 1.441 1.261 2.909
H -0.032 2.176 3.290
H -0.172 4.322 2.671
H 0.931 4.661 1.307
H 0.991 6.523 2.753
H 2.537 5.708 2.958
H 1.721 3.665 4.999
H 1.366 4.766 6.325
H 3.686 4.426 6.425
H 3.441 6.067 5.768
H 5.045 6.451 4.240
H 5.744 5.082 3.358
H 5.958 5.190 5.119
*
```

Properties
- Orbital gap: 8.37 eV
- E_LUMO: -2.406 eV
- HOMO level: -10.774 eV